No. 1
# C41H61BiN4O4S2Se

A structure of composition C41H61BiN4O4S2Se (ωB97M-V/def2-TZVPD, the Open Molecules 2025 dataset).

Structure (XYZ):
```
114
Properties=species:S:1:pos:R:3
Bi 0.273 0.101 -2.299
C 2.645 1.268 5.485
C 1.837 2.295 4.785
C 2.432 3.706 4.945
C 0.444 2.248 5.427
C 1.741 1.949 3.299
C 0.587 2.096 2.576
C 0.509 1.812 1.212
Se -1.140 2.059 0.267
C -2.058 0.521 1.061
C -3.147 0.769 1.914
C -3.783 -0.262 2.573
C -3.269 -1.563 2.317
C -2.224 -1.843 1.432
C -1.596 -0.777 0.655
O -0.694 -0.954 -0.196
C -1.654 -3.263 1.246
C -2.364 -4.296 2.143
C -0.156 -3.340 1.690
C -1.859 -3.774 -0.176
C -4.798 -0.108 3.663
C -5.945 -1.100 3.441
C -4.133 -0.444 4.947
C -5.422 1.312 3.689
C 1.646 1.366 0.487
O 1.663 1.131 -0.782
C 2.848 1.250 1.241
C 2.873 1.503 2.596
C 4.052 0.658 0.507
C 3.778 -0.771 0.004
C 5.247 0.511 1.437
C 4.504 1.462 -0.740
H 2.717 1.327 6.580
H 2.268 0.253 5.296
H 3.709 1.172 5.150
H 2.459 3.922 5.985
H 3.464 3.773 4.613
H 1.831 4.421 4.356
H 0.613 2.433 6.511
H -0.273 3.056 5.172
H -0.039 1.306 5.279
H -0.347 2.405 3.051
H -3.350 1.837 2.090
H -3.686 -2.430 2.811
H -2.326 -4.049 3.265
H -3.412 -4.427 1.870
H -1.848 -5.234 2.044
H -0.107 -2.993 2.680
H 0.179 -4.395 1.734
H 0.486 -2.719 1.040
H -2.879 -3.747 -0.401
H -1.312 -3.167 -0.934
H -1.522 -4.848 -0.226
H -5.616 -2.159 3.359
H -6.683 -1.062 4.241
H -6.560 -0.935 2.545
H -3.683 -1.430 4.933
H -3.309 0.309 5.202
H -4.903 -0.482 5.733
H -5.891 1.559 2.695
H -6.183 1.377 4.465
H -4.743 2.122 3.913
H 3.796 1.311 3.147
H 3.578 -1.502 0.825
H 2.977 -0.814 -0.724
H 4.653 -1.234 -0.499
H 4.998 -0.202 2.270
H 6.130 0.148 0.906
H 5.504 1.480 1.997
H 3.806 1.250 -1.543
H 4.545 2.515 -0.483
H 5.480 1.038 -1.050
C 1.543 4.439 -4.764
C 0.724 3.353 -4.159
N 0.912 2.762 -3.027
O 2.103 3.174 -2.364
C -0.484 2.893 -4.898
C -1.000 3.481 -6.193
N -1.112 1.924 -4.329
O -2.182 1.559 -4.961
H 2.320 4.776 -4.089
H 0.928 5.309 -4.979
H 2.003 4.061 -5.673
H 2.156 2.418 -1.718
H -0.357 4.320 -6.423
H -2.036 3.736 -6.028
H -0.976 2.713 -6.975
S 1.067 -2.385 -2.117
C 2.541 -2.487 -3.119
C 3.245 -3.685 -3.155
C 4.410 -3.873 -3.897
C 4.915 -2.739 -4.549
C 4.268 -1.544 -4.581
C 3.044 -1.401 -3.836
S 2.299 0.145 -3.957
H 2.877 -4.511 -2.578
H 4.930 -4.829 -3.933
H 5.765 -2.866 -5.246
H 4.535 -0.739 -5.303
N -2.471 0.102 -2.260
C -3.274 -1.061 -2.491
C -3.246 -1.372 -3.993
C -1.866 -1.993 -4.449
N -0.708 -1.094 -4.518
H -2.564 0.427 -1.354
H -2.612 0.807 -2.979
H -4.353 -0.972 -2.172
H -2.771 -1.874 -1.902
H -3.518 -0.430 -4.497
H -4.015 -2.140 -4.214
H -2.003 -2.432 -5.452
H -1.649 -2.806 -3.772
H -0.909 -0.264 -5.059
H 0.158 -1.605 -4.782
```

Computed properties:
- frontier orbital gap (eV) = 6.0
- energy relative to the best compared isomer or geometry (same formula, charge and spin) (kcal/mol) = 7.9
- HOMO energy (eV) = -2.021
- total charge = -2
- LUMO level (eV) = 3.99
- electronic energy (eV) = -150514.6485
- multiplicity = 1



No. 2
# C41H61CaCl2N3O5SSi3

A structure of composition C41H61CaCl2N3O5SSi3 (ωB97M-V/def2-TZVPD, the Open Molecules 2025 dataset).

Structure (XYZ):
```
117
Properties=species:S:1:pos:R:3
Ca 0.214 0.748 0.044
Cl 0.844 -0.945 2.508
C 1.832 0.243 3.368
Cl 3.160 0.889 2.385
H 2.264 -0.244 4.236
H 1.186 1.078 3.622
C 3.241 3.568 -2.033
C 3.016 4.811 -1.462
C 2.183 4.918 -0.366
C 1.568 3.774 0.155
N 1.791 2.584 -0.417
C 2.596 2.482 -1.470
C 0.662 3.793 1.359
C 0.452 5.010 2.016
C -0.358 5.073 3.138
C -0.966 3.909 3.593
C -0.752 2.714 2.916
C 0.067 2.583 1.780
H 3.875 3.436 -2.900
H 3.483 5.699 -1.874
H 1.999 5.886 0.072
H 2.690 1.473 -1.855
H 0.912 5.928 1.668
H -0.522 6.020 3.642
H -1.624 3.940 4.457
H -1.279 1.836 3.290
C -3.595 2.191 0.646
Si -3.816 0.516 -0.207
C -5.484 -0.089 0.444
C -4.098 0.863 -2.071
C -5.351 0.601 -2.642
C -5.635 0.893 -3.969
C -4.658 1.481 -4.757
C -3.413 1.751 -4.209
C -3.092 1.444 -2.881
Si -1.311 1.833 -2.224
C -1.274 3.748 -2.465
C -0.177 1.329 -3.742
H -4.482 2.816 0.515
H -2.731 2.733 0.259
H -3.434 2.038 1.715
H -6.278 0.654 0.349
H -5.343 -0.325 1.503
H -5.787 -1.015 -0.050
H -6.130 0.156 -2.034
H -6.614 0.667 -4.380
H -4.859 1.722 -5.797
H -2.657 2.207 -4.841
H -1.507 4.040 -3.496
H -0.284 4.146 -2.219
H -1.994 4.236 -1.801
H -0.738 1.116 -4.658
H 0.442 0.455 -3.523
H 0.504 2.160 -3.961
O -1.460 -0.876 0.469
C -2.678 -1.089 0.299
C -1.044 -1.364 8.323
C -1.914 -0.547 7.417
C -2.642 0.524 7.823
C -3.365 1.221 6.787
N -3.400 0.866 5.541
C -2.708 -0.279 5.107
S -2.698 -0.862 3.604
N -1.945 -0.894 6.108
C -4.094 2.483 7.173
H -1.159 -1.038 9.353
H 0.004 -1.256 8.034
H -1.302 -2.423 8.257
H -2.653 0.848 8.851
H -1.427 -1.689 5.758
H -4.411 2.470 8.215
H -4.950 2.633 6.518
H -3.416 3.330 7.035
C 2.214 -4.607 1.363
C 3.018 -3.916 0.270
C 3.760 -4.944 -0.578
C 3.998 -2.925 0.897
O 2.063 -3.244 -0.536
Si 2.169 -1.971 -1.595
O 1.802 -0.594 -0.933
O 3.746 -2.063 -2.163
C 4.297 -1.648 -3.404
C 4.033 -2.718 -4.460
C 5.796 -1.512 -3.160
C 3.719 -0.307 -3.843
O 1.285 -2.367 -2.934
C 0.056 -3.090 -3.094
C -0.436 -2.743 -4.490
C 0.337 -4.587 -2.997
C -0.946 -2.655 -2.043
H 2.855 -5.223 2.000
H 1.447 -5.241 0.917
H 1.713 -3.861 1.981
H 4.511 -5.473 0.019
H 4.258 -4.451 -1.410
H 3.058 -5.678 -0.979
H 4.654 -3.440 1.607
H 3.449 -2.146 1.423
H 4.614 -2.451 0.135
H 4.460 -3.670 -4.134
H 4.487 -2.443 -5.417
H 2.963 -2.851 -4.599
H 6.192 -2.457 -2.786
H 5.981 -0.742 -2.411
H 6.327 -1.247 -4.078
H 2.639 -0.356 -3.976
H 4.168 0.001 -4.793
H 3.940 0.454 -3.095
H 0.304 -3.045 -5.235
H -0.601 -1.668 -4.576
H -1.376 -3.256 -4.704
H 1.135 -4.864 -3.691
H -0.563 -5.154 -3.255
H 0.643 -4.860 -1.990
H -1.177 -1.593 -2.141
H -0.582 -2.820 -1.030
H -1.887 -3.207 -2.133
```

Computed properties:
- frontier orbital gap (eV) = 3.0
- energy relative to the best compared isomer or geometry (same formula, charge and spin) (kcal/mol) = 14.9
- HOMO energy (eV) = 0.354
- total charge = -2
- LUMO level (eV) = 3.35
- electronic energy (eV) = -136174.4360
- multiplicity = 1



No. 3
# C41H61Cl3N3OP2PtSi

A structure of composition C41H61Cl3N3OP2PtSi (ωB97M-V/def2-TZVPD, the Open Molecules 2025 dataset).

Structure (XYZ):
```
113
Properties=species:S:1:pos:R:3
Pt -0.284 -0.482 -0.265
C 0.734 -3.844 0.457
Si 0.995 -2.016 0.917
C 0.421 -1.826 2.719
C 1.116 -2.478 3.737
C 0.649 -2.487 5.041
C -0.535 -1.832 5.342
C -1.239 -1.176 4.345
C -0.778 -1.169 3.028
P -1.636 -0.318 1.648
C -2.103 1.412 2.143
C -0.957 2.360 1.767
C -1.370 3.817 1.969
C -1.799 4.063 3.414
C -2.924 3.106 3.798
C -2.483 1.653 3.607
C -3.281 -1.049 1.140
C -4.461 -1.036 2.119
C -4.402 -2.162 3.150
C -4.255 -3.519 2.468
C -3.008 -3.534 1.587
C -3.100 -2.440 0.524
C 2.813 -1.622 0.526
C 3.834 -2.379 1.101
C 5.164 -2.158 0.787
C 5.497 -1.164 -0.120
C 4.496 -0.411 -0.712
C 3.154 -0.635 -0.407
P 1.801 0.296 -1.214
C 1.916 -0.036 -3.031
C 0.761 0.711 -3.735
C 1.051 0.892 -5.229
C 1.739 -0.363 -5.756
C 3.152 -0.465 -5.160
C 3.245 0.176 -3.760
C 1.885 2.119 -0.803
C 2.660 3.101 -1.693
C 4.143 3.229 -1.359
C 4.338 3.536 0.124
C 3.710 2.440 0.982
C 2.216 2.302 0.690
H 1.174 -4.484 1.222
H 1.216 -4.084 -0.492
H -0.323 -4.104 0.381
H 2.043 -2.986 3.504
H 1.199 -3.003 5.815
H -0.915 -1.832 6.354
H -2.157 -0.677 4.611
H -2.965 1.641 1.504
H -0.682 2.186 0.724
H -0.092 2.134 2.398
H -2.201 4.055 1.298
H -0.538 4.476 1.711
H -2.129 5.096 3.534
H -0.946 3.904 4.079
H -3.806 3.309 3.183
H -3.205 3.261 4.842
H -3.292 0.993 3.925
H -1.611 1.471 4.239
H -3.517 -0.352 0.325
H -5.372 -1.162 1.525
H -4.539 -0.066 2.614
H -5.313 -2.143 3.751
H -3.556 -2.012 3.821
H -5.136 -3.718 1.852
H -4.189 -4.306 3.220
H -2.909 -4.505 1.095
H -2.119 -3.374 2.204
H -3.951 -2.651 -0.132
H -2.199 -2.447 -0.097
H 3.585 -3.163 1.806
H 5.942 -2.753 1.247
H 6.532 -0.973 -0.371
H 4.774 0.366 -1.406
H 1.719 -1.114 -3.067
H 0.589 1.687 -3.271
H -0.151 0.123 -3.617
H 1.701 1.757 -5.387
H 0.118 1.072 -5.763
H 1.790 -0.341 -6.845
H 1.137 -1.232 -5.475
H 3.862 0.032 -5.823
H 3.450 -1.513 -5.096
H 3.479 1.238 -3.843
H 4.059 -0.307 -3.224
H 0.823 2.364 -0.932
H 2.202 4.085 -1.545
H 2.532 2.842 -2.745
H 4.570 4.033 -1.962
H 4.674 2.311 -1.616
H 3.872 4.498 0.360
H 5.402 3.616 0.350
H 3.834 2.679 2.040
H 4.223 1.497 0.799
H 1.717 3.209 1.043
H 1.810 1.452 1.249
C -3.154 3.095 -2.410
N -3.304 1.734 -2.885
C -2.674 0.698 -2.292
N -3.004 -0.537 -2.725
O -1.882 0.907 -1.356
H -3.508 3.784 -3.172
H -2.103 3.287 -2.203
H -3.714 3.259 -1.486
H -3.988 1.549 -3.597
H -3.476 -0.662 -3.605
H -2.375 -1.287 -2.507
Cl -2.434 -4.848 -2.095
C -1.002 -4.242 -2.802
Cl 0.085 -5.377 -3.448
Cl -1.795 -3.111 -4.814
C -0.543 -3.011 -2.354
N -0.215 -1.939 -2.052
```

Computed properties:
- frontier orbital gap (alpha / beta) (eV) = 4.6 / 4.6
- energy relative to the best compared isomer or geometry (same formula, charge and spin) (kcal/mol) = 55.3
- HOMO energy (alpha / beta) (eV) = -9.856 / -9.855
- total charge = +1
- LUMO level (alpha / beta) (eV) = -5.26 / -5.26
- electronic energy (eV) = -117292.4287
- multiplicity = 1



No. 4
# C41H62BIN8O8P2

A cluster of 8 separate species, C41H62BIN8O8P2 in total (ωB97M-V/def2-TZVPD, the Open Molecules 2025 dataset).

Structure (XYZ):
```
123
Properties=species:S:1:pos:R:3
C 5.771 -2.070 -1.208
C 5.378 -0.679 -0.695
C 4.482 -0.690 0.573
P 5.652 -1.177 1.960
O 6.929 -1.676 1.449
O 5.898 -0.026 3.049
O 4.809 -2.230 2.798
O 3.736 -1.905 0.412
C 2.440 -1.665 -0.101
B 2.211 -1.410 -1.678
O 1.587 -2.349 -2.455
O 2.573 -0.196 -2.277
P 1.560 -3.182 0.526
O 2.105 -4.284 -0.522
I -0.826 -2.841 -0.092
C 2.040 -0.364 0.653
N 1.435 -0.732 1.929
C 3.405 0.462 0.792
C 3.371 1.001 2.256
C 2.286 2.023 2.714
C 1.042 2.316 1.881
C 2.936 3.379 3.038
C 3.389 1.784 -0.048
C 4.431 2.006 -1.142
C 4.830 3.566 -1.418
O 5.607 2.381 -0.654
H 5.987 -2.779 -0.422
H 5.047 -2.449 -1.922
H 6.700 -1.941 -1.758
H 4.765 -0.282 -1.479
H 6.265 -0.073 -0.561
H 6.423 0.686 2.662
H 5.184 -2.333 3.683
H 0.743 -2.023 -2.788
H 1.867 0.448 -2.148
H 2.345 -5.080 -0.033
H 1.254 0.164 0.118
H 0.467 -0.999 1.841
H 1.988 -1.373 2.476
H 3.414 0.170 2.947
H 4.323 1.504 2.393
H 1.926 1.686 3.684
H 0.363 1.479 1.771
H 1.261 2.712 0.893
H 0.464 3.092 2.378
H 3.834 3.256 3.634
H 2.225 4.000 3.578
H 3.195 3.926 2.132
H 3.680 2.593 0.610
H 2.438 1.987 -0.527
H 4.356 1.439 -2.044
H 5.427 4.367 -0.990
H 3.929 3.853 -0.808
C -0.192 5.126 -3.260
C 0.102 4.075 -4.174
C 0.406 2.968 -3.435
N 0.311 3.305 -2.108
C -0.053 4.625 -1.995
H -0.472 6.136 -3.506
H 0.086 4.130 -5.249
H 0.679 1.970 -3.739
H 0.484 2.683 -1.341
H -0.180 5.087 -1.031
C -1.246 2.563 -8.951
C -1.258 3.919 -9.378
C -0.137 4.518 -8.872
N 0.551 3.577 -8.154
C -0.117 2.383 -8.199
H -1.981 1.808 -9.171
H -2.005 4.398 -9.988
H 0.229 5.526 -8.960
H 1.413 3.738 -7.668
H 0.266 1.513 -7.695
C -2.250 1.661 5.016
C -2.978 0.584 4.437
C -2.066 -0.291 3.905
N -0.818 0.222 4.132
C -0.921 1.402 4.812
H -2.656 2.523 5.516
H -4.047 0.469 4.411
H -2.200 -1.226 3.386
H 0.049 -0.194 3.841
H -0.041 1.959 5.085
C -3.033 -8.247 -1.724
C -2.431 -7.942 -2.976
C -1.957 -6.660 -2.900
N -2.251 -6.179 -1.654
C -2.904 -7.139 -0.930
H -3.503 -9.172 -1.440
H -2.355 -8.590 -3.832
H -1.438 -6.053 -3.621
H -2.021 -5.260 -1.320
H -3.218 -6.956 0.084
C -7.228 3.008 3.082
C -6.922 1.954 2.177
C -6.623 0.850 2.929
N -6.738 1.195 4.249
C -7.105 2.509 4.351
H -7.508 4.016 2.829
H -6.921 2.000 1.102
H -6.343 -0.149 2.641
H -6.577 0.579 5.024
H -7.250 2.972 5.311
C -5.095 1.032 -1.606
C -4.603 0.557 -0.359
C -3.433 1.222 -0.101
N -3.199 2.068 -1.151
C -4.208 1.968 -2.067
H -5.998 0.722 -2.105
H -5.061 -0.184 0.274
H -2.755 1.163 0.735
H -2.407 2.679 -1.229
H -4.206 2.563 -2.963
C -3.022 -5.535 4.663
C -1.686 -5.104 4.889
C -1.178 -4.703 3.682
N -2.153 -4.875 2.740
C -3.280 -5.381 3.326
H -3.713 -5.914 5.397
H -1.161 -5.091 5.829
H -0.211 -4.311 3.413
H -2.044 -4.657 1.766
H -4.165 -5.585 2.748
```

Computed properties:
- frontier orbital gap (eV) = 7.8
- SMILES = CC[C@]1(P(=O)(O)O)O[C@@](B(O)O)(P(O)I)[C@@H](N)[C@]1(CC(C)C)C[C@H]1CO1.c1cc[nH]c1.c1cc[nH]c1.c1cc[nH]c1.c1cc[nH]c1.c1cc[nH]c1.c1cc[nH]c1.c1cc[nH]c1
- HOMO energy (eV) = -8.159
- total charge = 0
- LUMO level (eV) = -0.32
- electronic energy (eV) = -99175.9810
- multiplicity = 1